[1]
{
  "formula": "C20H41CrN2P3Se",
  "method": "ωB97M-V with the def2-TZVPD basis set",
  "s_squared": 4.23,
  "molar_mass_g_mol": 533.44,
  "e_above_lowest_kcal_mol": 0.0,
  "homo_lumo_gap_ev": [8.20, 4.44],
  "e_lumo_ev": [-9.50, -11.85],
  "energy_ha": -5365.14516,
  "multiplicity": 4,
  "charge": 3,
  "elements": ["Cr", "P", "P", "P", "H", "C", "C", "H", "C", "C", "C", "C", "C", "C", "C", "C", "C", "H", "H", "H", "H", "H", "H", "H", "H", "H", "H", "H", "H", "H", "H", "H", "H", "H", "H", "H", "H", "H", "H", "H", "H", "H", "H", "H", "H", "H", "C", "C", "C", "C", "C", "C", "Se", "H", "H", "H", "H", "H", "H", "N", "C", "C", "C", "N", "H", "H", "H", "H"],
  "positions_angstrom": [[0.14770, 0.52302, 0.63505], [1.27263, 2.37865, 1.88134], [-1.99867, 1.43483, 0.19578], [1.05655, 1.42208, -1.40719], [0.35017, -2.06532, 0.36242], [1.04213, -1.32647, -0.05330], [2.01919, -0.72141, 0.77689], [2.13079, -1.05007, 1.81567], [1.42697, 2.31375, 3.71238], [0.52373, 4.04332, 1.67978], [3.03783, 2.67008, 1.46832], [-2.85529, 0.15587, -0.77238], [-3.18749, 1.70596, 1.54892], [-2.20178, 2.95809, -0.78550], [2.74485, 0.91722, -1.90769], [1.15617, 3.22013, -1.74023], [0.08275, 0.78602, -2.81894], [1.13724, -1.36393, -1.14625], [2.91371, -0.24156, 0.36379], [1.86713, 1.35731, 4.01579], [0.45166, 2.40913, 4.20398], [2.07544, 3.12659, 4.07366], [-0.51740, 4.01574, 2.02480], [0.53540, 4.36192, 0.63206], [1.07710, 4.77794, 2.28363], [3.60186, 1.75046, 1.66283], [3.43962, 3.46670, 2.11148], [3.18749, 2.95197, 0.42095], [-3.88210, 0.48888, -0.97220], [-2.88254, -0.77390, -0.19374], [-2.34447, -0.04571, -1.72045], [-4.16962, 1.93135, 1.11091], [-2.86927, 2.54983, 2.17488], [-3.26114, 0.80232, 2.16487], [-3.27798, 3.16121, -0.86610], [-1.78464, 2.86039, -1.79246], [-1.72001, 3.79733, -0.26933], [2.93089, 1.30595, -2.91844], [2.84249, -0.17226, -1.92482], [3.49926, 1.33042, -1.22870], [1.43475, 3.34434, -2.79546], [1.91991, 3.70377, -1.12143], [0.19786, 3.71903, -1.57491], [0.62962, 1.03773, -3.73643], [-0.91436, 1.23429, -2.86494], [-0.02693, -0.30284, -2.75807], [-1.21763, -4.50691, -2.83014], [-0.03700, -4.60800, -2.07626], [0.86057, -5.65302, -2.30239], [0.58071, -6.64153, -3.25576], [-0.61805, -6.57347, -3.98144], [-1.51995, -5.52162, -3.77380], [-2.32364, -2.96668, -2.55636], [-1.56729, -2.35007, -1.36815], [0.16955, -3.84489, -1.32510], [1.78317, -5.68990, -1.72637], [1.29321, -7.45420, -3.42316], [-0.83993, -7.34957, -4.71524], [-2.45071, -5.47817, -4.34603], [-1.07586, 0.33739, 3.49322], [-1.27693, -0.47566, 4.54350], [-0.68977, -1.68449, 4.21674], [-0.13819, -1.53651, 2.93881], [-0.40636, -0.28955, 2.47989], [-1.33941, 1.32448, 3.45558], [-1.81826, -0.16069, 5.42482], [-0.64442, -2.57721, 4.80213], [0.43701, -2.24989, 2.37429]],
  "atomic_forces_ev_per_a": [[0.98, -0.23, 1.01], [0.66, 0.60, 0.15], [-0.73, 0.90, -0.06], [0.32, 0.38, -0.77], [0.22, 0.11, -0.03], [0.77, 0.54, 0.54], [-0.28, -0.59, -0.39], [-0.09, 0.25, -0.41], [-0.19, -0.37, 0.07], [-0.05, -0.11, -0.08], [0.00, -0.10, -0.04], [-0.08, -0.22, -0.17], [0.02, -0.09, 0.10], [-0.21, 0.00, 0.01], [0.00, -0.06, 0.08], [-0.16, 0.01, -0.14], [0.05, 0.13, -0.23], [0.09, 0.13, 0.48], [-0.51, -0.26, 0.08], [-0.06, 0.14, -0.01], [0.25, 0.05, -0.09], [-0.23, -0.21, -0.27], [0.16, 0.09, -0.03], [0.00, -0.03, 0.26], [-0.17, -0.23, -0.18], [-0.05, 0.18, -0.01], [-0.14, -0.21, -0.22], [-0.05, -0.04, 0.24], [0.19, -0.16, -0.01], [-0.15, 0.12, 0.02], [-0.13, 0.18, 0.14], [0.23, -0.01, 0.20], [-0.15, -0.12, -0.14], [-0.11, 0.21, -0.13], [0.25, 0.05, -0.06], [-0.12, 0.05, 0.24], [-0.14, -0.16, -0.13], [-0.04, -0.09, 0.26], [0.05, 0.18, -0.04], [-0.16, -0.08, -0.15], [-0.04, 0.03, 0.24], [-0.16, -0.17, -0.15], [0.23, -0.07, -0.05], [-0.25, -0.11, 0.08], [0.22, -0.04, -0.05], [0.07, 0.18, -0.04], [-0.51, 0.86, 0.33], [1.31, -0.60, 0.35], [-0.36, 1.06, 0.63], [-0.06, 0.07, -0.02], [-0.86, 0.59, -0.10], [0.01, -0.67, -0.67], [0.95, -1.03, 0.26], [-0.38, -0.80, -1.04], [0.14, -0.32, -0.19], [-0.21, -0.05, -0.13], [-0.31, 0.27, 0.03], [-0.06, 0.29, 0.21], [0.34, -0.06, 0.15], [-0.12, -0.06, -0.22], [0.33, -0.32, -0.43], [0.23, -0.18, -0.27], [-0.98, 1.17, 0.81], [0.05, -0.13, 0.28], [0.21, -0.73, -0.28], [0.12, 0.03, -0.08], [-0.05, -0.16, 0.31], [-0.12, 0.03, -0.03]]
}

---

[2]
{
  "formula": "C20H41FIO14PS6",
  "method": "ωB97M-V with the def2-TZVPD basis set",
  "molar_mass_g_mol": 874.81,
  "homo_lumo_gap_ev": 9.51,
  "e_lumo_ev": 0.13,
  "energy_ha": -4967.94044,
  "elements": ["O", "S", "O", "F", "O", "P", "O", "I", "H", "C", "C", "C", "S", "O", "O", "C", "H", "H", "H", "H", "H", "H", "H", "H", "C", "C", "C", "S", "O", "O", "C", "H", "H", "H", "H", "H", "H", "H", "H", "C", "C", "C", "S", "O", "O", "C", "H", "H", "H", "H", "H", "H", "H", "H", "C", "C", "C", "S", "O", "O", "C", "H", "H", "H", "H", "H", "H", "H", "H", "C", "C", "C", "S", "O", "O", "C", "H", "H", "H", "H", "H", "H", "H", "H"],
  "positions_angstrom": [[-2.04632, 3.77346, -3.63619], [-1.78726, 3.35162, -4.98927], [-1.12029, 4.77145, -5.78567], [0.21778, 4.75631, -5.30457], [-3.10649, 3.58532, -5.88008], [-4.12952, 4.94474, -6.05996], [-3.51219, 5.99523, -5.02212], [-5.94849, 4.19703, -4.60608], [-2.60890, 6.27483, -5.23699], [1.25113, 0.73903, -0.86326], [1.91225, -0.50006, -1.47602], [1.30456, -0.68676, -2.86954], [0.83252, 0.95417, -3.43081], [-0.60668, 1.01548, -3.55081], [1.65238, 1.37301, -4.53987], [1.29403, 1.82102, -1.93671], [1.74088, 1.04944, 0.05438], [0.21196, 0.51181, -0.61192], [2.99066, -0.34720, -1.55317], [1.75083, -1.38954, -0.86984], [2.00254, -1.11271, -3.58518], [0.39918, -1.28981, -2.82845], [0.59097, 2.63843, -1.78878], [2.30122, 2.21178, -2.08265], [3.90068, -0.09791, 4.92266], [4.88404, 0.90385, 4.29855], [4.38263, 1.21243, 2.88238], [2.59591, 0.99379, 2.93505], [2.23871, -0.11518, 2.08371], [1.93585, 2.26533, 2.76594], [2.50800, 0.45080, 4.63786], [4.06367, -0.21483, 5.99249], [4.01324, -1.07942, 4.45797], [4.90269, 1.81968, 4.89222], [5.89866, 0.50982, 4.26984], [4.58615, 2.23056, 2.55977], [4.76670, 0.50512, 2.14912], [1.70865, -0.28523, 4.72740], [2.28657, 1.32990, 5.24338], [-1.65045, -1.85614, 1.70349], [-2.17381, -1.06682, 2.91431], [-2.25318, -2.04175, 4.09269], [-0.97667, -3.27882, 3.79779], [-1.60450, -4.56503, 3.63152], [0.09221, -3.12263, 4.75923], [-0.45689, -2.66104, 2.20246], [-1.36490, -1.20127, 0.88043], [-2.42927, -2.52920, 1.33848], [-1.47995, -0.26313, 3.16933], [-3.14276, -0.61550, 2.70802], [-2.04697, -1.56664, 5.04883], [-3.20490, -2.56703, 4.14054], [-0.18052, -3.50778, 1.57632], [0.40360, -2.02280, 2.37073], [-2.48050, 4.88636, 2.58476], [-1.65687, 3.99053, 1.64904], [-1.77616, 2.55528, 2.17232], [-3.36284, 2.45738, 3.01957], [-3.11411, 2.22990, 4.42178], [-4.28633, 1.61399, 2.30325], [-3.81417, 4.17595, 2.78942], [-2.62267, 5.88393, 2.17176], [-1.96981, 4.98914, 3.54472], [-2.05838, 4.04841, 0.63526], [-0.61315, 4.29902, 1.61029], [-1.75445, 1.81503, 1.37549], [-1.01068, 2.32501, 2.91154], [-4.36992, 4.50546, 3.66424], [-4.44446, 4.22503, 1.90177], [0.83986, -5.17869, -5.38829], [0.86378, -6.52911, -4.65759], [1.29042, -6.25979, -3.20946], [0.74932, -4.58310, -2.83702], [1.91195, -3.75767, -2.61345], [-0.31487, -4.59851, -1.86885], [0.09634, -4.21854, -4.46641], [0.35186, -5.25102, -6.35898], [1.85910, -4.82182, -5.55086], [-0.13478, -6.96957, -4.67237], [1.54125, -7.23502, -5.13545], [0.82499, -6.92824, -2.48949], [2.37166, -6.27660, -3.08688], [0.26630, -3.16575, -4.68117], [-0.97266, -4.42825, -4.43785]],
  "atomic_forces_ev_per_a": [[0.30, -0.36, -0.63], [-0.54, 0.77, 0.56], [0.42, -0.46, 0.17], [-0.13, 0.20, -0.07], [-0.02, 0.11, -0.17], [-0.05, -0.59, 0.04], [0.17, 0.38, 0.16], [-0.12, 0.01, -0.03], [0.00, -0.01, -0.01], [-0.06, 0.02, 0.01], [-0.05, 0.01, 0.03], [0.14, -0.14, 0.08], [0.04, 0.07, 0.13], [-0.06, -0.12, -0.10], [-0.02, 0.00, -0.07], [0.04, 0.00, 0.13], [0.01, 0.03, -0.03], [-0.03, 0.02, -0.01], [-0.01, 0.02, -0.02], [0.03, 0.00, -0.01], [-0.05, 0.01, -0.05], [-0.05, 0.08, -0.04], [-0.02, 0.00, -0.07], [0.00, -0.01, -0.02], [0.04, 0.03, -0.06], [-0.03, -0.03, -0.02], [0.12, 0.01, 0.08], [0.13, -0.03, 0.28], [-0.09, -0.08, -0.12], [-0.13, 0.00, -0.09], [-0.05, -0.05, 0.09], [0.01, -0.01, 0.00], [-0.01, 0.00, 0.01], [-0.02, 0.00, 0.00], [0.00, 0.01, 0.01], [-0.03, -0.01, -0.03], [-0.07, -0.01, -0.01], [0.01, 0.05, -0.05], [-0.02, 0.00, -0.01], [-0.07, -0.01, 0.06], [-0.01, -0.10, -0.06], [-0.02, 0.16, 0.00], [0.02, 0.09, 0.14], [0.02, -0.07, 0.01], [-0.02, 0.01, -0.06], [-0.08, -0.02, -0.16], [-0.01, 0.01, 0.00], [0.02, 0.00, -0.02], [0.06, 0.02, -0.07], [0.02, 0.03, 0.05], [-0.01, -0.06, 0.03], [0.03, -0.06, -0.05], [-0.04, -0.01, 0.04], [0.20, 0.11, 0.03], [0.03, -0.03, 0.03], [-0.05, 0.01, 0.02], [0.15, 0.02, -0.16], [-0.04, 0.23, -0.08], [0.00, -0.12, 0.06], [0.04, -0.11, 0.03], [0.07, 0.11, -0.04], [0.01, 0.00, 0.00], [-0.01, 0.01, 0.00], [-0.02, 0.01, 0.01], [0.01, -0.02, 0.00], [-0.06, -0.07, 0.06], [-0.01, 0.01, 0.02], [-0.02, -0.07, 0.01], [0.01, -0.01, -0.01], [0.02, -0.02, 0.04], [0.00, 0.03, 0.02], [-0.03, -0.12, -0.08], [-0.04, -0.02, -0.15], [0.05, 0.03, 0.05], [-0.01, 0.06, 0.12], [0.01, -0.04, -0.11], [0.01, -0.01, 0.00], [-0.01, 0.01, 0.00], [-0.01, 0.02, 0.01], [-0.01, 0.00, 0.00], [0.02, 0.03, 0.04], [0.00, 0.06, 0.01], [0.00, 0.01, 0.06], [0.00, 0.01, 0.02]]
}